DFT (ωB97M-V/def2-TZVPD) results for 7 unconnected molecules or ions with the total composition C38H89BN2O11PS3 in a non-equilibrium geometry.

Each line ends with the Mulliken charge.
Cartesian coordinates (Å):
C  5.01797  -5.45466  0.47244  -0.877
C  5.13931  -5.02754  -1.05617  -0.671
C  4.21159  -3.78223  -1.42068  0.304
C  5.03372  -2.44045  -1.33811  -0.510
N  4.54417  -1.36082  -2.22325  0.125
C  3.08892  -1.13546  -2.12353  -1.310
C  2.61729  -0.58480  -0.69158  -0.285
C  1.04648  -0.83612  -0.63389  -0.947
C  0.83702  -2.32215  -0.15438  -0.634
P  -0.95902  -2.80875  0.07285  0.408
N  -2.05816  -1.97300  -0.97528  -0.289
C  -2.24186  -0.77390  -0.63048  0.615
O  -2.14613  0.36850  -0.44898  -0.295
B  -1.07248  -4.70864  -0.42196  0.704
O  -2.06093  -5.20414  -1.33060  -0.460
O  -0.12542  -5.53514  0.15888  -0.460
S  -1.47103  -2.71959  2.16686  1.121
C  -0.99035  -1.11314  2.91321  -0.728
O  -2.88149  -3.03178  2.41161  -0.590
O  -0.67669  -3.74041  2.86540  -0.569
C  5.26125  -0.12466  -2.04956  -0.113
S  5.51795  0.88311  -3.32865  -0.157
S  5.91235  0.44139  -0.41348  -0.030
C  7.72108  0.08182  -0.42700  -0.673
C  8.17533  -1.08522  0.53356  -0.315
C  7.29423  -1.26739  1.82786  -0.837
H  5.83562  -4.93005  1.03869  0.221
H  5.21177  -6.55302  0.54093  0.341
H  4.02071  -5.15230  0.87351  0.206
H  6.22057  -4.79157  -1.24110  0.301
H  4.88411  -5.87260  -1.75118  0.362
H  3.73781  -3.94608  -2.42572  0.317
H  3.42839  -3.72891  -0.60998  -0.578
H  5.12271  -2.16087  -0.25559  0.217
H  6.07828  -2.68679  -1.68347  0.565
H  2.46997  -2.00156  -2.47058  0.414
H  2.85572  -0.29504  -2.83780  0.361
H  2.75466  0.52347  -0.74500  0.362
H  3.16225  -1.07310  0.15020  0.328
H  0.61617  -0.64750  -1.65912  0.379
H  0.54771  -0.07766  0.03365  0.423
H  1.25911  -3.03776  -0.90761  0.422
H  1.31947  -2.40999  0.85691  0.378
H  -1.89485  -4.68066  -2.14773  0.261
H  0.77023  -5.16287  0.03394  0.319
H  0.12553  -1.04361  2.78297  0.311
H  -1.17155  -1.21300  4.01819  0.229
H  -1.52622  -0.24114  2.46633  0.344
H  7.98045  -0.23177  -1.47675  0.278
H  8.29765  1.01966  -0.23101  0.459
H  9.22730  -0.84284  0.85349  0.405
H  8.21246  -2.06907  -0.00417  0.195
H  6.80056  -0.32392  2.17889  0.263
H  6.54871  -2.08646  1.64579  0.116
H  7.92959  -1.62128  2.68424  0.283
C  -3.08624  -4.50263  -6.20125  -1.157
C  -2.17422  -3.49015  -5.52990  -0.202
O  -0.87559  -3.99319  -5.25175  -0.293
C  -0.11690  -4.42781  -6.37455  -0.418
C  0.13598  -3.33524  -7.39826  -0.993
H  -3.18270  -5.39886  -5.58312  0.295
H  -4.07846  -4.07484  -6.35705  0.401
H  -2.70240  -4.81566  -7.17266  0.279
H  -2.60752  -3.20846  -4.56627  0.207
H  -2.10631  -2.57090  -6.11998  0.331
H  -0.59285  -5.29769  -6.83771  0.318
H  0.84155  -4.77384  -5.98138  0.315
H  -0.79125  -2.95633  -7.83079  0.259
H  0.75382  -3.71647  -8.21288  0.393
H  0.65097  -2.49004  -6.93539  0.264
C  -7.74137  0.86307  2.78120  -1.002
C  -7.68911  1.51300  1.40896  -0.309
O  -6.38274  1.91378  1.01676  -0.461
C  -5.41224  0.88891  0.92754  -0.208
C  -5.76431  -0.19999  -0.07340  -0.909
H  -7.34111  1.54062  3.53952  0.276
H  -8.77101  0.61224  3.04263  0.392
H  -7.15463  -0.05643  2.82092  0.239
H  -8.29519  2.42003  1.42393  0.348
H  -8.12947  0.85964  0.64880  0.306
H  -5.21906  0.46222  1.91902  0.235
H  -4.48352  1.37346  0.61400  0.228
H  -6.68230  -0.72320  0.19554  0.416
H  -4.96132  -0.94130  -0.12746  0.222
H  -5.91154  0.22918  -1.06737  0.183
C  10.60449  1.96204  4.27000  -0.965
C  9.47455  1.42488  5.13248  -0.360
O  9.37084  0.00952  5.11909  -0.402
C  10.50424  -0.70977  5.58285  -0.325
C  10.87948  -0.39578  7.02070  -1.064
H  10.48582  1.62982  3.23523  0.214
H  10.61085  3.05372  4.28993  0.392
H  11.58043  1.61732  4.61440  0.265
H  8.52579  1.80504  4.74840  0.339
H  9.56003  1.78927  6.16120  0.317
H  11.35462  -0.54928  4.91135  0.327
H  10.24702  -1.76867  5.50664  0.322
H  11.15368  0.65201  7.15301  0.266
H  11.72935  -1.00604  7.33181  0.387
H  10.03903  -0.60126  7.68757  0.295
C  -3.82451  1.26242  -3.53844  -0.071
C  -3.42045  2.67683  -3.92154  -0.564
O  -4.47707  3.43546  -4.47747  -0.434
C  -5.61521  3.63093  -3.64902  -0.380
C  -5.30393  4.35226  -2.34885  -0.871
H  -4.21907  0.72876  -4.40665  0.330
H  -2.96216  0.71322  -3.15036  0.155
H  -4.59919  1.25438  -2.76960  -0.317
H  -2.64186  2.62793  -4.68524  0.384
H  -2.98253  3.20390  -3.06683  0.306
H  -6.11372  2.67404  -3.45834  0.276
H  -6.31772  4.23387  -4.22810  0.369
H  -4.60885  3.78908  -1.72324  0.197
H  -6.21871  4.50903  -1.77441  0.390
H  -4.84771  5.32417  -2.55235  0.224
C  -3.19331  1.16462  7.41365  -1.122
C  -2.88010  -0.18810  6.79752  -0.151
O  -1.49749  -0.51715  6.81548  -0.376
C  -0.88437  -0.59209  8.09661  -0.352
C  -1.50890  -1.63128  9.01079  -1.032
H  -2.63954  1.95532  6.90111  0.311
H  -4.26138  1.37771  7.33748  0.389
H  -2.92037  1.20519  8.46869  0.276
H  -3.17903  -0.17487  5.74641  0.214
H  -3.46431  -0.98078  7.27489  0.291
H  -0.87801  0.39483  8.57018  0.306
H  0.16070  -0.85617  7.92104  0.315
H  -2.55573  -1.41150  9.22607  0.274
H  -0.97290  -1.66998  9.96059  0.390
H  -1.47028  -2.61976  8.54729  0.282
C  -7.85074  8.24435  -2.97760  -0.681
C  -7.80949  8.91505  -4.34098  -0.354
O  -6.51403  9.34780  -4.72372  -0.425
C  -5.52046  8.34111  -4.82469  -0.287
C  -5.84795  7.25913  -5.83934  -0.946
H  -7.46621  8.91914  -2.20877  0.287
H  -8.87581  7.96789  -2.72185  0.386
H  -7.24424  7.33708  -2.95017  -0.040
H  -8.43521  9.80882  -4.31420  0.337
H  -8.23469  8.26289  -5.11104  0.292
H  -5.32138  7.90646  -3.83831  0.241
H  -4.60159  8.84685  -5.12916  0.341
H  -6.75752  6.71507  -5.57791  0.188
H  -5.03094  6.53677  -5.89968  0.371
H  -6.00126  7.69685  -6.82827  0.310

## Properties
**Frontier orbital gap**: 5.59 eV
**Charge**: +1


DFT (ωB97M-V/def2-TZVPD) results for 4 unconnected molecules or ions with the total composition C3H15NO3 in a non-equilibrium geometry.

Each line ends with the Mulliken charge.
Cartesian coordinates (Å):
C  -0.98266  0.30751  -2.25291  -0.932
N  -0.23874  0.40938  -0.94173  0.031
C  0.52931  1.74607  -0.85189  -1.303
C  -1.25660  0.59779  0.18065  -1.320
H  -0.53096  -0.58535  -2.73881  0.303
H  -0.52881  1.10983  -2.91732  0.312
H  -2.10333  0.19723  -2.24285  0.317
H  0.09618  2.50576  -1.27875  0.607
H  0.56798  2.16133  0.19349  0.320
H  1.45592  1.62233  -1.34865  0.400
H  -0.79751  0.95374  1.09714  0.308
H  -1.63298  -0.33891  0.58040  0.485
H  -2.11784  1.01017  -0.20350  0.491
H  -0.13147  -2.82711  1.58976  0.304
H  -0.90840  -1.77787  0.53537  0.329
O  -0.81130  -2.16804  1.41563  -0.634
H  2.63047  -2.12554  -0.53996  0.244
H  1.33996  -1.32180  -0.09331  0.353
O  1.85298  -2.15265  -0.13230  -0.622
H  0.44794  -0.07967  3.48187  0.335
H  1.66204  0.68930  2.88372  0.306
O  1.45782  0.06650  3.58395  -0.634

## Properties
**Frontier orbital gap**: 10.09 eV
**Structure (SMILES)**: CN(C)C.O.O.O
**ΔE to the lowest compared entry with this formula, charge and spin**: 78.8 kcal/mol


DFT (ωB97M-V/def2-TZVPD) results for a molecular structure, C3H5NO2.

Each line ends with the Mulliken charge.
Cartesian coordinates (Å):
N  1.50586  -0.44703  0.15915  -0.642
C  0.22727  -0.15263  -0.43027  0.068
C  -1.02394  -0.68503  0.27996  -0.396
O  -1.58731  0.65458  0.33365  -0.333
C  -0.46102  1.20730  -0.20935  0.515
O  -0.21687  2.36393  -0.36710  -0.552
H  1.56676  -0.07626  1.10281  0.239
H  2.25217  -0.01879  -0.37786  0.257
H  0.25146  -0.41255  -1.49264  0.350
H  -1.66967  -1.35978  -0.28348  0.231
H  -0.84471  -1.07375  1.28514  0.261

## Properties
**Frontier orbital gap**: 10.61 eV
**ΔE to the lowest compared entry with this formula, charge and spin**: 26.0 kcal/mol


| no. | calculated total energy (Eh) |
| --- | --- |
| 1 | -3998.77171 |
| 2 | -403.66175 |
| 3 | -322.53287 |